Entry 1:
The following is a DFT calculation (ωB97M-V/def2-TZVPD) of an isolated molecule of C4H9NO.

Energy, a.u.: -287.7460
LUMO, Ha: 0.0356
HOMO energy, eV: -7.87
Kohn-Sham gap, eV: 8.8
Total charge: 0
Relative energy (zero: lowest compared OMol25 entry of this formula, charge and spin), kJ/mol: 226.9
M, g/mol: 87.12

The geometry in XYZ format:
```
15
Properties=species:S:1:pos:R:3:forces:R:3
C -1.27521 -0.75419 0.45133 -0.125 -0.173 0.132
N -0.41378 0.42792 0.46692 0.072 -0.144 -0.093
C -1.03412 1.51397 -0.27301 -0.050 0.218 0.012
C 0.87280 0.13106 -0.03145 0.392 -0.124 -0.144
C 1.77132 -0.71831 0.47554 -0.480 0.108 0.098
O 2.78156 -1.18759 -0.31835 0.094 0.088 -0.522
H -1.45911 -1.13058 -0.57605 0.028 0.178 0.218
H -2.23531 -0.50780 0.91807 0.133 -0.060 -0.095
H -0.80822 -1.56208 1.01978 -0.122 0.171 -0.053
H -1.98642 1.76959 0.19678 0.062 0.000 -0.082
H -0.39453 2.39945 -0.24783 -0.064 -0.099 0.029
H -1.22568 1.25677 -1.33547 0.060 -0.016 0.252
H 1.16070 0.58214 -0.99429 -0.328 -0.160 0.078
H 1.79622 -1.15272 1.47469 -0.248 0.147 -0.244
H 2.44978 -1.06762 -1.22667 0.578 -0.131 0.414
```
Positions in Å, forces in eV/Å.

Atom charges from the Löwdin analysis, given in e for atoms 1 to 6: C -0.100; N -0.260; C -0.117; C -0.160; C -0.185; O -0.025

=====

Entry 2:
The following is a DFT calculation (ωB97M-V/def2-TZVPD) of an isolated molecule of C4H9NO.

Energy, a.u.: -287.7911
LUMO, Ha: 0.0298
HOMO energy, eV: -7.53
Kohn-Sham gap, eV: 8.3
Total charge: 0
Relative energy (zero: lowest compared OMol25 entry of this formula, charge and spin), kJ/mol: 108.6
M, g/mol: 87.12

The geometry in XYZ format:
```
15
Properties=species:S:1:pos:R:3:forces:R:3
C 0.13885 1.49781 0.89508 -0.247 -0.219 -0.223
C 0.18793 0.24368 0.06330 -0.015 0.004 0.073
C 1.27666 0.13953 -0.97266 -0.294 -0.138 0.123
C -0.70535 -0.74587 0.18296 0.299 0.364 0.139
N -0.65513 -1.93032 -0.54899 -0.279 -0.034 0.162
O -1.75042 -0.76172 1.07223 0.105 -0.180 -0.128
H -0.28097 1.32478 1.88694 0.006 0.102 0.131
H -0.45426 2.27621 0.40833 -0.001 0.143 0.072
H 1.14514 1.88743 1.03399 0.033 0.046 0.097
H 1.79540 -0.81506 -0.89432 0.134 -0.095 -0.072
H 0.87298 0.22051 -1.98497 0.092 0.028 -0.155
H 2.00202 0.93718 -0.83991 0.096 0.031 -0.046
H -1.50948 -2.45993 -0.44958 0.056 -0.017 -0.130
H -0.38029 -1.81219 -1.51215 -0.035 -0.019 0.035
H -1.68308 -0.00205 1.65974 0.050 -0.018 -0.076
```
Positions in Å, forces in eV/Å.

Atom charges from the Löwdin analysis, given in e for atoms 1 to 6: C -0.067; C -0.307; C -0.076; C -0.424; N 0.122; O 0.055

=====

Entry 3:
The following is a DFT calculation (ωB97M-V/def2-TZVPD) of an isolated molecule of C4H9NO.

Energy, a.u.: -287.7606
LUMO, Ha: 0.0322
HOMO energy, eV: -8.32
Kohn-Sham gap, eV: 9.2
Total charge: 0
Relative energy (zero: lowest compared OMol25 entry of this formula, charge and spin), kJ/mol: 188.6
M, g/mol: 87.12

The geometry in XYZ format:
```
15
Properties=species:S:1:pos:R:3:forces:R:3
C 1.73052 0.04063 0.11770 0.126 -0.012 0.033
N 0.32784 -0.02274 -0.18829 -0.087 -0.069 0.032
C -0.17265 -0.72177 -1.34164 -0.019 -0.100 -0.107
C -0.60172 0.86500 0.44033 -0.020 0.054 0.043
C -1.58586 0.04339 1.26934 -0.357 0.167 0.108
O -2.72560 0.34422 1.51880 0.484 -0.084 -0.114
H 2.29767 0.83503 -0.39967 -0.136 -0.077 0.000
H 2.19610 -0.92139 -0.12586 -0.021 0.178 0.027
H 1.85161 0.19157 1.19785 0.075 -0.007 -0.189
H 0.59291 -1.39516 -1.73774 -0.107 0.095 0.077
H -1.04252 -1.33617 -1.05944 0.110 0.076 -0.157
H -0.49741 -0.05385 -2.16036 0.123 -0.058 0.141
H -1.16611 1.49800 -0.26595 0.092 -0.130 0.100
H -0.07157 1.54852 1.11782 -0.120 -0.143 -0.030
H -1.13321 -0.91528 1.61711 -0.141 0.109 0.036
```
Positions in Å, forces in eV/Å.

Atom charges from the Löwdin analysis, given in e for atoms 1 to 6: C -0.096; N -0.320; C -0.090; C -0.175; C -0.253; O 0.049

=====

Entry 4:
The following is a DFT calculation (ωB97M-V/def2-TZVPD) of an isolated molecule of C4H9NO.

Energy, a.u.: -287.7610
LUMO, Ha: 0.0361
HOMO energy, eV: -9.70
Kohn-Sham gap, eV: 10.7
Total charge: 0
Relative energy (zero: lowest compared OMol25 entry of this formula, charge and spin), kJ/mol: 187.7
M, g/mol: 87.12

The geometry in XYZ format:
```
15
Properties=species:S:1:pos:R:3:forces:R:3
C -1.47860 0.64463 0.40723 -0.029 0.014 0.003
C -0.82359 -0.10736 -0.72483 -0.229 -0.083 0.065
N 0.40145 0.45912 -1.30026 0.060 0.092 -0.236
C 0.48467 -0.76208 -0.49650 0.058 -0.158 0.122
C 1.18288 -0.57337 0.85084 -0.043 -0.312 0.000
O 1.47958 0.77843 1.10710 0.164 0.121 -0.162
H -2.06266 -0.05028 1.02121 0.008 0.106 -0.107
H -0.71160 1.09324 1.04205 -0.220 -0.002 -0.055
H -2.14168 1.43656 0.04936 0.037 -0.113 -0.032
H -1.50166 -0.59218 -1.42829 0.143 0.060 0.121
H 0.47963 0.26088 -2.29316 -0.005 0.051 0.159
H 0.69038 -1.69970 -1.01184 -0.044 0.178 0.097
H 2.10113 -1.17530 0.88854 -0.107 0.063 -0.070
H 0.51348 -0.94089 1.64233 0.158 0.030 -0.062
H 1.38658 1.22830 0.24620 0.049 -0.047 0.158
```
Positions in Å, forces in eV/Å.

Atom charges from the Löwdin analysis, given in e for atoms 1 to 6: C -0.053; C -0.316; N 0.041; C -0.255; C -0.234; O -0.091